{
  "formula": "C33H60Cl8O21",
  "method": "ωB97M-V/def2-TZVPD",
  "orbital_gap_ev": 10.53,
  "lumo_energy_ev": 0.45,
  "smiles": "CCOC(=O)OC.CCOC(=O)OC.CCOC(=O)OC.CCOC(=O)OC.O=C1OCCO1.O=C1OCCO1.O=C1OCCO1.ClCCCl.ClCCCl.ClCCCl.ClCCCl",
  "species": ["Cl", "C", "C", "Cl", "H", "H", "H", "H", "Cl", "C", "C", "Cl", "H", "H", "H", "H", "Cl", "C", "C", "Cl", "H", "H", "H", "H", "Cl", "C", "C", "Cl", "H", "H", "H", "H", "C", "C", "O", "C", "O", "O", "H", "H", "H", "H", "C", "C", "O", "C", "O", "O", "H", "H", "H", "H", "C", "C", "O", "C", "O", "O", "H", "H", "H", "H", "C", "C", "O", "C", "O", "O", "C", "H", "H", "H", "H", "H", "H", "H", "H", "C", "C", "O", "C", "O", "O", "C", "H", "H", "H", "H", "H", "H", "H", "H", "C", "C", "O", "C", "O", "O", "C", "H", "H", "H", "H", "H", "H", "H", "H", "C", "C", "O", "C", "O", "O", "C", "H", "H", "H", "H", "H", "H", "H", "H"],
  "positions_angstrom": [[-4.90472, 3.44005, 2.79444], [-3.72794, 4.29379, 1.76005], [-2.27971, 3.96116, 2.14336], [-1.11847, 4.77775, 1.04182], [-3.90919, 5.36005, 1.89545], [-3.95894, 4.11342, 0.71019], [-2.18737, 2.87603, 2.18851], [-2.07322, 4.29012, 3.16182], [3.27909, 4.79088, -0.33545], [1.99455, 4.31608, -1.43887], [2.58732, 3.16078, -2.27203], [3.15758, 1.81341, -1.37634], [1.70899, 5.18818, -2.02709], [1.11976, 4.08510, -0.83101], [3.38668, 3.64342, -2.83434], [1.96393, 2.78526, -3.08350], [1.50517, 1.07913, 3.41614], [2.65656, 2.41558, 3.38112], [2.33199, 3.33982, 4.56501], [1.05834, 4.47283, 4.14751], [2.82072, 2.84504, 2.39283], [3.60465, 1.92953, 3.61129], [3.16539, 4.00085, 4.80289], [2.10812, 2.89797, 5.53596], [5.07292, -0.50240, -3.55646], [3.86319, -1.80992, -3.25377], [2.92820, -1.95784, -4.47218], [3.70143, -2.81060, -5.86973], [3.32401, -1.46767, -2.37045], [4.32513, -2.73014, -2.89613], [2.58867, -0.96160, -4.75563], [2.02940, -2.52590, -4.23221], [1.22588, -5.34824, 0.08476], [1.81800, -4.01507, 0.17848], [2.45276, -3.97201, -1.05222], [1.96339, -4.97998, -1.90837], [2.35813, -5.24911, -3.01977], [1.12013, -5.63174, -1.27230], [0.29201, -5.44579, 0.63834], [2.07407, -5.95981, 0.39245], [2.60308, -4.02548, 0.93456], [1.09432, -3.20372, 0.25661], [0.66451, 0.04697, 0.23384], [-0.65234, 0.84962, -0.12766], [-0.66746, 0.83515, -1.52401], [0.22697, -0.13239, -1.96864], [0.29005, -0.65945, -3.06712], [1.02187, -0.56689, -0.95292], [0.47876, -0.65708, 1.04497], [1.45752, 0.69501, 0.60701], [-0.66341, 1.91943, 0.08084], [-1.55839, 0.47966, 0.35224], [-2.47108, -4.60605, -1.41628], [-2.24231, -3.43253, -2.34553], [-1.97784, -2.38452, -1.40315], [-1.92392, -2.79792, -0.15576], [-1.78234, -2.10749, 0.88543], [-2.10711, -4.15658, -0.12026], [-1.91595, -5.48559, -1.74236], [-3.53561, -4.74857, -1.23038], [-3.12790, -3.24468, -2.95261], [-1.34641, -3.53151, -2.95845], [-7.36898, 3.63768, -0.82788], [-7.27143, 2.82625, -2.16618], [-5.90682, 2.54651, -2.50703], [-5.46627, 1.32662, -2.40727], [-6.02998, 0.42727, -1.71674], [-4.32697, 1.20952, -3.03611], [-3.65565, -0.05808, -3.16883], [-6.77848, 3.26323, 0.00830], [-8.40814, 3.48353, -0.53719], [-7.17246, 4.70066, -0.96775], [-7.69282, 3.41967, -2.97758], [-8.03091, 2.04471, -2.18778], [-3.09008, -0.15338, -4.09574], [-4.34823, -0.89927, -3.19744], [-2.93843, -0.12613, -2.35086], [4.85785, -2.11960, 6.02247], [3.87954, -2.45893, 4.86736], [4.49514, -2.04571, 3.65775], [3.70902, -1.88376, 2.56014], [2.50484, -2.09957, 2.49638], [4.50772, -1.58487, 1.66282], [4.10270, -1.18268, 0.33169], [5.83969, -2.57337, 6.15729], [4.22034, -2.48388, 6.82806], [5.00909, -1.05184, 6.18090], [2.91801, -1.95859, 4.98232], [3.61595, -3.50553, 4.71495], [4.74070, -1.50714, -0.49037], [4.05167, -0.09913, 0.22488], [3.14390, -1.63445, 0.07734], [-0.66908, -1.73205, 4.35401], [-0.32572, -3.08983, 3.76681], [0.49555, -3.85097, 4.60253], [1.02295, -4.98682, 4.11485], [0.72414, -5.48370, 3.00913], [1.66627, -5.57311, 5.06495], [2.12877, -6.96815, 5.04243], [-1.05210, -1.86894, 5.36527], [-1.42501, -1.20925, 3.76806], [0.23808, -1.13760, 4.46264], [0.06345, -2.86786, 2.77316], [-1.29398, -3.56236, 3.60159], [1.25842, -7.60241, 5.21066], [2.74192, -7.23610, 5.90288], [2.69093, -7.27780, 4.16141], [-2.68900, 4.31812, -2.16345], [-1.92249, 3.60334, -3.27715], [-1.86797, 4.35335, -4.49427], [-0.70640, 5.03490, -4.67542], [0.19464, 5.20045, -3.84950], [-0.79667, 5.70034, -5.82388], [0.10497, 6.73670, -6.29145], [-3.68380, 4.73949, -2.30812], [-2.00544, 5.09711, -1.82581], [-2.90630, 3.69725, -1.29431], [-2.50651, 2.73849, -3.59189], [-0.98164, 3.12246, -3.00952], [0.09417, 6.91384, -7.36691], [1.13825, 6.49289, -6.04448], [-0.13253, 7.64465, -5.73711]],
  "atomic_forces_ev_per_a": [[0.2586, -0.0753, -0.1281], [0.3315, 0.9592, -0.2025], [-0.8725, -0.2206, 0.4880], [-0.3498, -0.4582, 0.3293], [0.0378, -0.0339, 0.1637], [0.1201, -0.4631, 0.1351], [0.5118, 0.0156, -0.5615], [0.0337, 0.2473, -0.1642], [0.4412, 0.6411, 0.7668], [-0.3770, -0.6765, -0.1593], [-0.7877, 2.0448, -1.6149], [0.3788, -0.9048, 0.7147], [0.2966, -0.3410, -0.3080], [0.0873, -0.4385, -0.0526], [0.4989, -0.3238, 0.2669], [-0.6077, 0.0917, 0.3936], [-0.5424, -0.3154, -0.5290], [0.9688, -0.4122, 1.7164], [1.0501, 0.9010, -0.4622], [-0.9136, 0.3634, -0.1242], [-0.7581, 0.3708, 0.1657], [0.1366, 0.0467, 0.1072], [0.3563, -0.1758, -0.3787], [-0.2771, -0.6850, -0.5301], [0.0395, -0.5273, 0.0409], [-0.5519, 0.1229, -0.0988], [0.2333, -0.0902, 0.6736], [-0.1630, 0.5016, 0.5125], [-0.4965, 0.1835, -0.3462], [0.3448, 0.0103, -0.6658], [0.2281, -0.1434, -0.3380], [0.2807, -0.1248, 0.2001], [-0.0197, -1.3824, 2.3685], [-0.0640, 0.9058, 0.3187], [1.4336, 0.2703, -3.3593], [4.0144, 2.2933, -2.3821], [-0.2623, 1.2434, 1.1137], [-4.4810, -2.6905, 0.8554], [0.2847, -0.5410, -0.2316], [-0.7247, -0.9070, 0.7426], [-0.5354, 0.5733, 0.2535], [0.1607, 0.2547, 0.2898], [-1.2908, 1.6198, 1.9475], [0.9270, 0.9067, 1.4039], [0.9625, -2.0934, -2.2468], [-0.2824, -1.4823, -0.9903], [-0.4309, 1.8580, 1.8318], [-0.5364, -0.1107, -1.3524], [-0.0884, -0.3510, -0.3483], [0.0321, 0.1314, -0.3631], [0.6171, 0.0337, 0.6550], [0.0060, -0.7018, -0.4771], [-1.0664, -0.2610, 0.1993], [0.5878, -0.2160, 0.3901], [-0.1460, 1.6426, -0.4656], [-0.0908, 0.2820, 3.8968], [-0.2170, -2.1841, -4.0391], [1.4020, 1.1989, 0.6094], [-0.1970, -0.0851, 0.4294], [-0.1044, -0.7640, -0.9666], [0.1949, 0.4266, 0.0880], [-0.1445, 0.0052, -0.1093], [-0.5439, -0.8002, -0.9333], [-0.6939, 1.5258, 1.0147], [-0.7170, 0.8419, -0.7927], [-1.8924, -3.9742, 3.2454], [1.6656, 2.3207, -2.3634], [0.8774, 0.0411, -1.3386], [0.0267, -0.4393, 0.5782], [0.2263, -0.2477, -0.3183], [-0.1018, 0.4446, 0.2339], [0.0336, -0.0999, -0.0395], [0.6398, 0.5894, -0.0940], [1.1078, -1.0684, 0.4646], [-0.1338, 0.9134, -0.1296], [-0.2389, 0.2298, 0.5021], [-0.2099, -0.2779, 0.0107], [-1.6872, -0.4857, 0.4154], [0.9333, 0.2419, -0.2569], [-0.5658, 0.5179, -0.5623], [-2.7377, -1.9290, 3.5647], [0.9980, 0.4715, 0.2345], [3.3780, 1.8639, -5.0940], [-1.1403, -0.2171, -0.4670], [-0.2231, -0.4615, -0.8120], [0.3962, 0.1762, 0.7854], [-0.3189, 0.0634, -0.3381], [0.1120, 0.3008, 0.2332], [0.3088, -0.2864, 0.6551], [0.7918, -0.3918, 0.8338], [-0.0693, -0.0341, 0.5715], [-0.1744, 0.2423, 0.3388], [0.7454, -0.3491, 1.1486], [-1.8615, 1.4091, -1.6437], [1.3493, -0.3691, 0.3099], [-3.1068, -1.0641, -3.0359], [1.2340, 1.2609, 2.1394], [2.2994, -1.2591, 1.9734], [-0.8730, -0.1602, -0.1353], [-0.2013, 0.0780, 0.0859], [0.1891, -0.1588, -0.1701], [-0.0569, 0.2069, -0.1761], [0.5767, -0.6347, 0.0830], [0.1515, -0.6582, 0.0187], [-0.1915, 0.0665, -0.6131], [0.1768, 1.1728, 0.1540], [-0.3776, 0.4918, -0.2401], [1.0691, 0.4739, 0.6473], [-2.1646, -1.8156, -0.1903], [2.0602, 0.7730, -0.2270], [0.4982, 2.0102, 1.3813], [-1.3249, -0.9286, -1.3745], [-0.5431, -0.3360, -1.4819], [0.8252, -0.2481, 1.6510], [0.1945, 0.0549, -1.1660], [-0.3357, 0.3170, 0.3215], [0.6493, -0.5577, -0.0786], [-0.2162, -0.0145, 0.0444], [0.2740, 0.8735, 0.2782], [-0.8323, -0.5294, 0.1474], [-0.0261, -0.2143, 0.1509], [-0.1058, 0.0717, -0.2166]],
  "lowdin_charge": [0.5574, -0.6634, -0.6362, 0.5749, 0.0678, 0.0455, 0.0636, 0.0570, 0.5628, -0.6466, -0.6980, 0.6728, 0.0558, 0.0313, 0.0724, 0.0703, 0.6429, -0.6251, -0.6818, 0.5612, 0.0674, 0.0655, 0.0631, 0.0696, 0.5183, -0.6324, -0.6401, 0.5181, 0.0269, 0.0719, 0.0584, 0.0516, -0.1313, -0.1752, 0.0341, -0.5854, 0.1443, 0.1249, 0.1300, 0.1491, 0.1338, 0.1275, -0.1768, -0.1082, 0.0198, -0.4960, 0.1223, 0.0046, 0.0999, 0.0619, 0.0987, 0.1202, -0.1096, -0.0739, 0.0571, -0.4909, 0.0924, 0.0453, 0.1373, 0.1382, 0.1319, 0.1380, -0.0449, -0.1852, 0.0458, -0.5898, 0.0616, 0.0031, -0.0096, 0.0601, 0.0711, 0.0703, 0.1167, 0.1203, 0.1018, 0.0921, 0.0787, -0.0461, -0.2009, 0.0199, -0.6438, 0.0809, 0.0764, 0.0161, 0.0740, 0.0708, 0.0728, 0.1152, 0.1173, 0.0903, 0.0551, 0.0673, -0.0618, -0.2556, 0.0496, -0.5736, 0.0848, 0.0171, 0.0096, 0.0780, 0.0815, 0.0237, 0.0951, 0.1288, 0.0959, 0.0885, 0.0953, -0.0564, -0.2005, 0.0449, -0.5344, 0.0845, -0.0041, -0.0135, 0.0813, 0.0549, 0.0473, 0.1044, 0.1140, 0.0925, 0.0881, 0.0958]
}